{
  "formula": "CH8NO",
  "method": "wB97M-V/def2-TZVPD",
  "symbols": ["O", "H", "H", "H", "C", "N", "H", "H", "H", "H", "H"],
  "xyz": [[0.943, -1.216, -1.516], [0.938, -2.175, -1.394], [0.573, -0.223, -0.155], [1.696, -1.050, -2.098], [-1.182, 0.746, 0.592], [0.245, 0.310, 0.682], [-1.608, 0.766, 1.587], [-1.205, 1.757, 0.185], [-1.719, 0.193, -0.165], [0.463, -0.273, 1.529], [0.855, 1.166, 0.752]],
  "lowdin_spin": [0.116, 0.030, 0.037, 0.025, 0.168, 0.232, 0.033, 0.032, 0.017, 0.157, 0.152],
  "homo_lumo_gap_ev": [4.2, 13.1],
  "homo_energy_ev": [-3.27, -12.47],
  "multiplicity": 2
}



{
  "formula": "CH8NO",
  "method": "wB97M-V/def2-TZVPD",
  "symbols": ["N", "H", "H", "H", "H", "C", "O", "H", "H", "H", "H"],
  "xyz": [[-1.168, -1.119, 1.112], [-1.175, -0.583, 1.981], [-2.126, -1.373, 0.874], [-0.730, -0.515, 0.389], [-0.621, -1.967, 1.280], [0.958, 1.302, -1.019], [0.976, 0.116, -0.175], [1.611, 1.143, -1.887], [-0.055, 1.560, -1.336], [1.450, 2.081, -0.454], [0.880, -0.645, -0.764]],
  "nbo_charge": [-0.871, 0.456, 0.450, 0.473, 0.454, -0.264, -0.753, 0.199, 0.177, 0.211, 0.468],
  "total_charge": 1,
  "homo_lumo_gap_ev": 11.2,
  "homo_energy_ev": -15.35,
  "multiplicity": 1
}



{
  "formula": "CH8NO2",
  "method": "wB97M-V/def2-TZVPD",
  "symbols": ["C", "N", "H", "H", "H", "H", "H", "H", "O", "H", "H", "O"],
  "xyz": [[-1.695, 0.466, 0.739], [-0.541, 0.163, 0.150], [-1.823, 1.291, 1.429], [-2.466, -0.206, 0.345], [-0.512, -0.627, -0.562], [0.366, 0.677, 0.390], [0.499, -1.739, -1.907], [-0.441, -1.939, -3.080], [-0.288, -2.189, -2.201], [2.949, 0.930, 1.511], [2.031, 2.071, 1.591], [1.920, 1.103, 1.596]],
  "lowdin_spin": [0.582, 0.317, 0.052, 0.041, 0.003, 0.003, 0.000, 0.000, 0.000, 0.000, 0.000, 0.000],
  "homo_lumo_gap_ev": [5.5, 10.8],
  "homo_energy_ev": [-5.09, -10.36],
  "multiplicity": 2
}



{
  "formula": "CH8NO2",
  "method": "wB97M-V/def2-TZVPD",
  "symbols": ["C", "N", "H", "H", "H", "H", "H", "H", "O", "H", "H", "O"],
  "xyz": [[0.141, 0.390, -2.158], [-0.127, 0.842, -1.018], [-0.145, 0.920, -3.063], [0.811, -0.458, -2.262], [0.125, 0.393, -0.124], [-0.711, 1.644, -0.794], [-0.884, 1.009, 3.248], [-0.914, -0.414, 2.631], [-0.731, 0.516, 2.431], [0.303, -1.554, 0.889], [1.244, -2.078, 0.006], [0.889, -1.211, 0.214]],
  "nbo_charge": [0.153, -0.562, 0.233, 0.236, 0.478, 0.439, 0.499, 0.474, -0.970, 0.483, 0.500, -0.963],
  "total_charge": 1,
  "homo_lumo_gap_ev": 10.4,
  "homo_energy_ev": -15.42,
  "multiplicity": 1
}



{
  "formula": "CH8NP2",
  "method": "wB97M-V/def2-TZVPD",
  "symbols": ["C", "N", "P", "P", "H", "H", "H", "H", "H", "H", "H", "H"],
  "xyz": [[0.085, -0.050, 0.591], [-1.188, -0.731, 0.745], [-0.011, 0.488, -2.525], [0.896, 0.994, 1.937], [1.011, -0.514, 0.140], [-1.477, -1.260, -0.006], [-1.877, -0.063, 0.953], [-1.014, -1.422, 1.547], [1.090, -0.231, -2.769], [0.582, 1.458, -3.579], [1.942, 1.518, 1.228], [0.245, 2.146, 2.091]],
  "nbo_charge": [-0.353, -0.699, 0.075, 0.372, 0.250, 0.445, 0.447, 0.456, -0.055, 0.026, 0.034, 0.001],
  "total_charge": 1,
  "homo_lumo_gap_ev": [7.2, 8.1],
  "homo_energy_ev": [-12.45, -12.82],
  "multiplicity": 1
}



{
  "formula": "CH8NPSi2",
  "method": "wB97M-V/def2-TZVPD",
  "symbols": ["C", "N", "Si", "Si", "P", "H", "H", "H", "H", "H", "H", "H", "H"],
  "xyz": [[-0.052, -0.229, -0.489], [-2.775, 0.354, -0.112], [0.639, 1.483, 0.080], [1.175, -1.570, -0.206], [-1.744, -0.399, 0.786], [-0.545, -0.101, -1.377], [-3.761, 0.293, 0.195], [0.447, 2.396, -1.130], [-0.046, 1.803, 1.285], [1.938, 1.343, 0.790], [0.909, -3.062, -0.335], [1.384, -1.280, 1.275], [2.429, -1.032, -0.760]],
  "nbo_charge": [-1.372, -1.130, 0.869, 0.870, 1.051, 0.250, 0.382, -0.121, -0.185, -0.146, -0.135, -0.178, -0.156],
  "smiles": "[H]/N=P/C([SiH3])[SiH3]",
  "homo_lumo_gap_ev": 8.6,
  "homo_energy_ev": -8.91,
  "multiplicity": 1
}



{
  "formula": "CH8O2S2",
  "method": "wB97M-V/def2-TZVPD",
  "symbols": ["C", "S", "S", "H", "H", "H", "H", "H", "H", "O", "H", "H", "O"],
  "xyz": [[2.553, 4.273, 1.025], [2.647, 2.676, 1.896], [4.160, 1.779, 0.825], [2.417, 5.063, 1.771], [1.713, 4.325, 0.341], [3.518, 4.514, 0.590], [3.413, 0.919, 0.138], [-0.860, -4.963, -0.344], [-1.522, -5.814, -1.383], [-1.121, -4.950, -1.277], [-6.218, -2.225, -1.558], [-4.896, -2.643, -0.936], [-5.802, -2.955, -1.090]],
  "nbo_charge": [-0.750, 0.084, -0.135, 0.223, 0.219, 0.235, 0.124, 0.466, 0.467, -0.933, 0.467, 0.470, -0.936],
  "smiles": "CSS.O.O",
  "homo_lumo_gap_ev": 9.6,
  "homo_energy_ev": -9.02,
  "multiplicity": 1
}



{
  "formula": "CH8Si2",
  "method": "wB97M-V/def2-TZVPD",
  "symbols": ["C", "Si", "Si", "H", "H", "H", "H", "H", "H", "H", "H"],
  "xyz": [[-0.428, -0.963, 0.008], [-1.764, 0.309, -0.009], [2.026, 0.249, 0.006], [-0.564, -1.882, 0.580], [-0.352, -1.339, -1.058], [-2.799, -0.142, 0.947], [-1.014, 1.528, 0.813], [-2.476, 0.764, -1.257], [2.997, -0.496, 0.786], [2.764, 0.639, -1.328], [1.143, 1.180, 0.505]],
  "nbo_charge": [-1.148, 0.865, 0.806, 0.232, 0.219, -0.172, -0.187, -0.147, -0.158, -0.146, -0.165],
  "homo_lumo_gap_ev": 8.2,
  "homo_energy_ev": -8.67,
  "multiplicity": 1
}



Energy relative to the best compared isomer or geometry (same formula, charge and spin)
In order: 0.7 18.6 11.7 20.1 75.3 9.8 12.8 80.3
Unit: kcal/mol
Calculated total energy
In order: -4701.1823 -4697.2396 -6749.3839 -6744.4575 -21222.2893 -27698.1843 -26931.9591 -16917.5440
Unit: eV